Entry 1:
105
Properties=species:S:1:pos:R:3 method="wB97M-V/def2-TZVPD" multiplicity=2 e_homo_ev="-8.53 / -9.10" total_charge=0 homo_lumo_gap_ev="8.971 / 9.243" total_energy_ha=-2109.9945 s_squared=0.75
C -3.78 -5.91 -3.29
C -2.54 -6.02 -4.31
O -2.65 -6.31 -5.52
N -1.22 -5.69 -3.76
C -0.17 -6.69 -4.12
C 0.85 -6.89 -2.90
C 0.93 -5.63 -1.88
C 0.09 -5.97 -0.56
C -0.56 -4.71 0.18
C -0.99 -5.23 1.65
O -1.30 -6.67 1.64
C -2.71 -6.81 1.65
C -3.52 -6.69 3.04
O -3.41 -7.00 0.63
C -1.79 -4.17 -0.70
C -2.51 -2.85 -0.15
C -3.03 -2.00 -1.44
C -3.88 -3.34 0.59
N -1.68 -2.00 0.74
O -1.93 -2.16 2.01
C -0.23 -2.03 0.41
C 0.51 -1.19 1.59
C 0.18 -1.29 -0.95
C 0.45 -3.48 0.41
H -4.76 -6.25 -3.74
H -3.80 -4.80 -2.96
H -3.46 -6.49 -2.36
H -0.88 -4.76 -4.05
H 0.41 -6.37 -5.06
H -0.60 -7.73 -4.35
H 0.51 -7.81 -2.29
H 1.92 -7.14 -3.24
H 2.03 -5.58 -1.56
H 0.69 -4.63 -2.36
H -0.73 -6.71 -0.87
H 0.80 -6.48 0.18
H -0.17 -5.10 2.43
H -1.92 -4.71 2.06
H -4.62 -6.45 2.83
H -3.47 -7.72 3.53
H -3.06 -5.90 3.72
H -1.47 -4.01 -1.79
H -2.57 -5.01 -0.73
H -2.94 -2.58 -2.41
H -2.49 -0.99 -1.49
H -4.15 -1.72 -1.33
H -3.78 -4.34 1.10
H -4.64 -3.50 -0.27
H -4.34 -2.52 1.24
H 0.58 -1.80 2.56
H 1.53 -0.91 1.16
H -0.12 -0.26 1.86
H -0.19 -0.20 -0.85
H -0.32 -1.71 -1.89
H 1.29 -1.25 -1.15
H 0.97 -3.60 1.43
H 1.31 -3.44 -0.35
C 1.45 3.70 -0.36
C 1.77 2.70 0.72
O 2.79 2.03 0.71
N 0.88 2.56 1.74
C -0.38 3.25 1.93
H 2.26 3.70 -1.09
H 0.53 3.43 -0.87
H 1.38 4.70 0.07
H 1.16 1.87 2.42
H -0.34 3.77 2.89
H -1.18 2.51 1.97
H -0.59 3.96 1.14
C 5.41 3.59 1.48
C 4.85 4.94 1.82
O 3.64 5.15 1.89
N 5.72 5.96 2.04
C 7.17 5.93 2.00
H 4.59 2.88 1.33
H 5.99 3.64 0.56
H 6.03 3.22 2.31
H 5.27 6.84 2.26
H 7.54 6.23 2.98
H 7.51 6.64 1.25
H 7.55 4.94 1.76
C -3.58 2.64 -3.85
C -3.27 1.63 -2.77
O -2.25 0.96 -2.78
N -4.17 1.48 -1.76
C -5.43 2.18 -1.57
H -2.77 2.64 -4.58
H -4.50 2.37 -4.36
H -3.66 3.64 -3.42
H -3.90 0.79 -1.08
H -5.39 2.69 -0.61
H -6.23 1.43 -1.54
H -5.63 2.89 -2.36
C 4.91 11.78 3.48
C 4.87 10.33 3.08
O 5.81 9.58 3.28
N 3.74 9.86 2.49
C 2.52 10.58 2.18
H 5.88 12.00 3.93
H 4.80 12.41 2.59
H 4.13 12.00 4.20
H 3.78 8.88 2.26
H 1.69 10.10 2.70
H 2.35 10.52 1.10
H 2.58 11.63 2.47

Entry 2:
120
Properties=species:S:1:pos:R:3 method="wB97M-V/def2-TZVPD" smiles="COC(=O)OC.COC(=O)OC.COC(=O)OC.COC(=O)OC.COC(=O)OC.COC(=O)OC.COC(=O)OC.COC(=O)OC.COC(=O)OC.COC(=O)OC" e_above_lowest_ev=6.948 e_homo_ev=-10.48 total_charge=0 homo_lumo_gap_ev=10.453 total_energy_ha=-3436.0948
C 21.07 -9.45 -22.76
O 21.06 -8.26 -21.93
C 22.30 -7.77 -21.41
O 23.45 -8.21 -21.67
O 22.09 -6.61 -20.65
C 20.85 -6.19 -20.06
H 21.53 -9.30 -23.74
H 20.03 -9.73 -22.84
H 21.51 -10.29 -22.21
H 20.03 -6.09 -20.77
H 21.05 -5.23 -19.57
H 20.50 -6.96 -19.37
C 26.46 -15.06 -22.49
O 26.99 -16.31 -22.34
C 26.25 -17.11 -21.65
O 25.12 -16.92 -21.30
O 27.11 -18.03 -21.05
C 26.61 -19.04 -20.17
H 27.29 -14.41 -22.76
H 26.11 -14.64 -21.54
H 25.72 -14.97 -23.28
H 26.49 -19.92 -20.81
H 25.65 -18.92 -19.68
H 27.32 -19.41 -19.43
C 27.92 -13.27 -10.04
O 26.93 -12.39 -10.60
C 27.25 -11.60 -11.70
O 28.23 -11.72 -12.43
O 26.35 -10.63 -11.66
C 26.41 -9.65 -12.78
H 27.51 -13.98 -9.33
H 28.77 -12.73 -9.62
H 28.23 -13.77 -10.96
H 25.51 -9.52 -13.38
H 27.15 -9.90 -13.55
H 26.77 -8.65 -12.53
C 27.89 -11.90 -18.56
O 28.37 -13.23 -18.35
C 29.62 -13.40 -18.20
O 30.53 -12.54 -18.29
O 29.79 -14.70 -18.11
C 31.00 -15.30 -17.89
H 27.03 -11.98 -19.21
H 28.63 -11.30 -19.09
H 27.72 -11.45 -17.58
H 31.52 -15.04 -16.97
H 31.71 -15.21 -18.72
H 30.91 -16.38 -17.81
C 17.18 -14.94 -19.09
O 17.88 -15.55 -20.15
C 18.64 -14.80 -21.07
O 18.56 -13.54 -21.13
O 19.42 -15.67 -21.68
C 20.14 -15.36 -22.90
H 16.70 -15.69 -18.46
H 16.41 -14.22 -19.35
H 17.94 -14.49 -18.45
H 19.84 -16.20 -23.53
H 21.21 -15.27 -22.74
H 19.85 -14.43 -23.37
C 24.26 -19.36 -11.83
O 23.88 -19.39 -13.24
C 22.58 -19.15 -13.60
O 21.62 -19.15 -12.89
O 22.55 -18.67 -14.87
C 21.29 -18.57 -15.59
H 25.32 -19.53 -11.66
H 23.78 -20.21 -11.34
H 24.04 -18.41 -11.35
H 20.55 -19.32 -15.31
H 21.49 -18.67 -16.65
H 20.86 -17.58 -15.38
C 19.56 -11.24 -17.35
O 20.52 -12.30 -17.15
C 21.48 -12.14 -16.36
O 21.45 -11.36 -15.36
O 22.53 -13.05 -16.61
C 22.62 -13.84 -17.84
H 19.84 -10.41 -18.00
H 19.34 -10.83 -16.36
H 18.62 -11.61 -17.76
H 21.69 -14.40 -17.99
H 23.58 -14.34 -18.00
H 22.57 -13.22 -18.74
C 27.32 -16.70 -14.13
O 28.00 -17.88 -14.45
C 29.22 -18.11 -13.95
O 29.86 -17.42 -13.14
O 29.61 -19.38 -14.43
C 30.78 -19.86 -13.86
H 27.78 -15.87 -14.65
H 27.31 -16.64 -13.04
H 26.32 -16.80 -14.55
H 31.27 -19.08 -13.27
H 31.43 -20.11 -14.70
H 30.59 -20.77 -13.30
C 15.97 -10.48 -12.40
O 15.35 -10.32 -11.19
C 14.61 -9.21 -10.96
O 14.60 -8.24 -11.73
O 13.87 -9.39 -9.92
C 13.49 -8.21 -9.20
H 16.71 -11.28 -12.33
H 16.36 -9.51 -12.70
H 15.30 -10.88 -13.17
H 13.03 -8.61 -8.29
H 12.67 -7.66 -9.66
H 14.22 -7.47 -8.89
C 13.73 -5.03 -17.19
O 14.19 -5.41 -18.55
C 14.82 -6.61 -18.73
O 14.76 -7.51 -17.95
O 15.37 -6.66 -19.95
C 16.11 -7.75 -20.58
H 12.81 -5.52 -16.87
H 13.83 -3.96 -17.05
H 14.50 -5.49 -16.57
H 17.18 -7.57 -20.57
H 15.88 -7.88 -21.64
H 16.13 -8.68 -20.01

Entry 3:
12
Properties=species:S:1:pos:R:3 method="wB97M-V/def2-TZVPD" smiles="CC=C=C1CO1" e_above_lowest_ev=3.204 e_homo_ev=-8.94 total_charge=0 homo_lumo_gap_ev=9.955 total_energy_ha=-269.2285
C -2.45 0.08 0.06
C -1.03 0.54 -0.04
C 0.09 -0.12 -0.11
C 1.36 -0.35 -0.21
C 2.73 -0.42 0.22
O 2.32 -0.53 -1.17
H -3.00 0.45 -0.82
H -2.56 -1.01 0.09
H -2.93 0.51 0.94
H -0.92 1.63 -0.08
H 3.16 -1.32 0.65
H 3.23 0.52 0.47